1.
Below is a molecular structure, C36H68BrN4OPSbZr at a distorted geometry, with properties calculated with wB97M-V/def2-TZVPD.

Results
calculated total energy: -4909.34822 a.u.
net charge: +1
highest occupied orbital energy: -10.7 eV
largest force on an atom: 1.19 eV Å⁻¹
LUMO: -2.54 eV

CARTESIAN COORDINATES (ANGSTROEM)
Zr 1.277 -0.380 -0.102
C 4.012 -0.143 -3.394
C 3.541 -1.091 -2.309
C 4.566 -1.233 -1.196
O 2.302 -0.613 -1.783
H 4.910 -0.524 -3.883
H 4.248 0.828 -2.956
H 3.237 -0.007 -4.149
H 3.343 -2.075 -2.747
H 4.745 -0.256 -0.733
H 5.518 -1.593 -1.588
H 4.228 -1.934 -0.433
C 4.275 3.791 -1.722
C 4.155 3.769 -0.199
C 4.012 5.189 0.354
C 5.420 3.129 0.385
Sb 2.459 2.511 0.307
C 0.678 3.427 -0.608
C 0.778 4.936 -0.808
C -0.579 3.103 0.195
C 0.548 2.759 -1.983
C 2.183 2.399 2.464
C 3.522 2.024 3.105
C 1.259 1.186 2.593
C 1.606 3.611 3.188
H 5.076 4.484 -1.999
H 3.365 4.131 -2.220
H 4.538 2.810 -2.119
H 4.998 5.664 0.348
H 3.653 5.207 1.385
H 3.351 5.808 -0.246
H 6.290 3.618 -0.064
H 5.494 2.062 0.167
H 5.494 3.269 1.462
H 0.847 5.475 0.139
H -0.127 5.282 -1.319
H 1.626 5.218 -1.430
H -0.559 3.502 1.208
H -0.759 2.027 0.231
H -1.440 3.549 -0.315
H 1.384 3.002 -2.643
H -0.367 3.116 -2.468
H 0.483 1.663 -1.965
H 3.998 1.171 2.612
H 3.353 1.746 4.151
H 4.224 2.856 3.102
H 1.761 0.260 2.241
H 0.281 1.283 2.116
H 1.083 0.945 3.648
H 2.287 4.462 3.135
H 1.468 3.372 4.248
H 0.643 3.929 2.793
Br 1.860 -7.031 1.591
C 1.833 -5.180 1.206
C 1.738 -4.759 -0.112
C 1.692 -3.400 -0.387
C 1.738 -2.437 0.636
C 1.853 -2.907 1.946
C 1.905 -4.264 2.242
H 1.698 -5.488 -0.911
H 1.624 -3.097 -1.427
H 1.887 -2.214 2.782
H 1.993 -4.610 3.263
N -0.631 -0.553 0.101
P -2.105 -1.104 -0.129
N -2.663 -0.674 -1.614
C -4.111 -0.800 -1.889
C -4.359 -0.940 -3.383
C -3.796 0.247 -4.171
C -2.443 0.710 -3.602
C -1.802 -0.382 -2.760
N -2.205 -2.747 -0.046
C -1.963 -3.575 -1.234
C -2.334 -5.039 -0.942
C -3.376 -5.118 0.167
C -2.781 -4.596 1.478
C -1.838 -3.413 1.209
N -3.113 -0.563 1.055
C -4.393 -1.231 1.369
C -4.622 -1.248 2.872
C -4.765 0.178 3.414
C -3.846 1.147 2.652
C -2.654 0.421 2.047
H -4.641 0.074 -1.497
H -4.505 -1.679 -1.371
H -5.431 -1.042 -3.558
H -3.904 -1.872 -3.728
H -4.508 1.074 -4.152
H -3.689 -0.041 -5.218
H -2.579 1.584 -2.958
H -1.762 1.008 -4.401
H -0.836 -0.056 -2.384
H -1.623 -1.279 -3.366
H -0.912 -3.510 -1.541
H -2.569 -3.186 -2.053
H -1.443 -5.600 -0.645
H -2.702 -5.502 -1.858
H -3.730 -6.141 0.294
H -4.248 -4.521 -0.117
H -2.210 -5.391 1.965
H -3.575 -4.312 2.172
H -0.798 -3.749 1.143
H -1.876 -2.682 2.018
H -4.357 -2.246 0.976
H -5.224 -0.718 0.874
H -3.784 -1.766 3.347
H -5.513 -1.835 3.096
H -4.544 0.193 4.482
H -5.802 0.503 3.310
H -3.485 1.941 3.308
H -4.394 1.637 1.843
H -2.073 -0.072 2.838
H -1.992 1.130 1.561

2.
Below is C3H7NO2 in the gas phase, with properties calculated with wB97M-V/def2-TZVPD.

Results
calculated total energy: -323.74655 a.u.
highest occupied orbital energy: -10.0 eV
largest force on an atom: 0.49 eV Å⁻¹
LUMO: 0.61 eV
energy relative to the best compared isomer or geometry (same formula, charge and spin): 21.6 kcal/mol
SMILES: O=CNCCO

CARTESIAN COORDINATES (ANGSTROEM)
O 1.440 -0.326 1.499
C 1.741 0.090 0.389
N 0.926 0.414 -0.639
C -0.534 0.455 -0.719
C -1.281 -0.585 0.114
O -1.236 -0.349 1.490
H 2.800 0.226 0.110
H 1.400 0.803 -1.439
H -0.902 1.446 -0.423
H -0.780 0.308 -1.780
H -2.332 -0.498 -0.183
H -0.948 -1.600 -0.161
H -0.293 -0.383 1.743

3.
Below is a molecular structure, C23H21BBeF4N3O2 at a distorted geometry, with properties calculated with wB97M-V/def2-TZVPD.

Results
calculated total energy: -1643.40244 a.u.
net charge: -1
highest occupied orbital energy: -5.5 eV
largest force on an atom: 1.01 eV Å⁻¹
LUMO: 2.76 eV
energy relative to the best compared isomer or geometry (same formula, charge and spin): 13.0 kcal/mol

CARTESIAN COORDINATES (ANGSTROEM)
Be -0.055 1.076 -0.113
C 3.642 -1.314 -0.393
C 3.542 -0.245 -1.439
C 4.442 -0.245 -2.494
C 4.346 0.673 -3.521
C 3.286 1.561 -3.530
C 2.365 1.589 -2.494
C 1.187 2.508 -2.584
C 2.531 0.730 -1.396
N 1.664 0.824 -0.298
C 2.233 0.957 0.922
O 3.419 1.097 1.185
C 1.178 0.906 1.998
C 1.218 1.213 3.350
C 0.019 1.138 4.053
C -1.177 0.795 3.426
C -1.126 0.535 2.065
N 0.036 0.555 1.458
C -2.210 0.343 1.036
O -3.367 0.080 1.342
N -1.697 0.484 -0.198
C -2.576 0.411 -1.292
C -2.426 -0.640 -2.202
C -1.378 -1.682 -1.955
C -3.264 -0.705 -3.304
C -4.238 0.257 -3.507
C -4.383 1.291 -2.600
C -3.559 1.390 -1.488
C -3.708 2.517 -0.517
H 4.179 -2.176 -0.787
H 2.647 -1.625 -0.077
H 4.167 -0.938 0.487
H 5.237 -0.978 -2.504
H 5.070 0.676 -4.324
H 3.167 2.247 -4.359
H 1.118 2.927 -3.586
H 1.256 3.325 -1.867
H 0.269 1.957 -2.367
H 2.132 1.554 3.812
H 0.012 1.385 5.105
H -2.116 0.796 3.956
H -1.561 -2.170 -1.000
H -0.394 -1.216 -1.900
H -1.377 -2.433 -2.742
H -3.168 -1.526 -4.005
H -4.886 0.195 -4.373
H -5.156 2.032 -2.758
H -4.400 3.269 -0.886
H -2.748 2.988 -0.327
H -4.072 2.137 0.435
F 1.053 3.975 1.350
B -0.240 3.822 0.957
F -0.265 2.674 0.029
F -0.706 4.898 0.272
F -1.047 3.490 2.006

4.
Below is 3 unconnected molecules or ions with the total composition C20H35BrF5O3P, with properties calculated with wB97M-V/def2-TZVPD.

Results
calculated total energy: -4423.46685 a.u.
highest occupied orbital energy: -9.7 eV
largest force on an atom: 0.99 eV Å⁻¹
LUMO: 0.47 eV
energy relative to the best compared isomer or geometry (same formula, charge and spin): 0.0 kcal/mol
SMILES: CCCCO[PH2](Br)C(F)(F)c1cccc(C(F)(F)F)c1.CCOCC.CCOCC

CARTESIAN COORDINATES (ANGSTROEM)
C 0.092 -0.416 2.400
C -0.308 0.359 1.138
C 0.288 1.772 1.035
C -0.735 2.836 0.687
O -1.758 2.902 1.671
P -3.063 3.892 1.304
Br -4.911 5.187 0.629
C -4.025 3.225 2.821
F -4.738 4.235 3.380
F -3.139 2.822 3.775
C -4.925 2.087 2.422
C -6.279 2.118 2.713
C -7.081 1.048 2.357
C -6.539 -0.052 1.709
C -5.186 -0.070 1.413
C -4.558 -1.260 0.745
F -5.474 -2.012 0.083
F -3.623 -0.894 -0.166
F -3.944 -2.066 1.638
C -4.377 0.995 1.765
H -0.743 -1.017 2.759
H 0.389 0.259 3.199
H 0.901 -1.114 2.196
H -1.390 0.455 1.133
H -0.053 -0.219 0.251
H 1.033 1.795 0.237
H 0.795 2.050 1.958
H -0.239 3.811 0.625
H -1.168 2.617 -0.298
H -3.158 3.334 0.028
H -2.348 5.076 1.457
H -6.715 2.973 3.206
H -8.139 1.063 2.571
H -7.166 -0.886 1.430
H -3.325 0.965 1.535
C -0.071 -4.956 -1.403
C -0.138 -3.663 -2.198
O 0.460 -2.555 -1.552
C 1.839 -2.670 -1.254
C 2.728 -2.864 -2.469
H -0.523 -4.823 -0.420
H -0.611 -5.743 -1.931
H 0.955 -5.298 -1.261
H -1.180 -3.372 -2.337
H 0.289 -3.806 -3.198
H 2.012 -3.468 -0.522
H 2.097 -1.730 -0.764
H 2.533 -3.805 -2.984
H 3.772 -2.864 -2.156
H 2.579 -2.051 -3.181
C 5.701 -0.537 -3.486
C 4.838 0.339 -2.594
O 4.922 0.027 -1.216
C 6.204 0.145 -0.627
C 6.796 1.542 -0.699
H 5.457 -1.590 -3.341
H 5.528 -0.283 -4.533
H 6.765 -0.406 -3.287
H 3.787 0.195 -2.847
H 5.064 1.397 -2.771
H 6.897 -0.585 -1.061
H 6.056 -0.138 0.415
H 6.987 1.857 -1.726
H 7.747 1.568 -0.165
H 6.122 2.267 -0.241

5.
Below is C5H10O2 in the gas phase, with properties calculated with wB97M-V/def2-TZVPD.

Results
calculated total energy: -346.96943 a.u.
highest occupied orbital energy: -9.7 eV
largest force on an atom: 0.37 eV Å⁻¹
LUMO: 0.89 eV
energy relative to the best compared isomer or geometry (same formula, charge and spin): 35.1 kcal/mol
SMILES: OC[C@H]1CCOC1

CARTESIAN COORDINATES (ANGSTROEM)
O 2.519 -0.151 0.903
C 1.607 -0.733 -0.002
C 0.154 -0.413 0.321
C -0.245 1.062 0.198
C -1.752 0.960 -0.035
O -1.958 -0.242 -0.762
C -0.805 -1.064 -0.678
H 2.427 0.806 0.839
H 1.819 -0.440 -1.046
H 1.772 -1.814 0.071
H -0.058 -0.760 1.340
H 0.002 1.667 1.077
H 0.242 1.512 -0.679
H -2.153 1.793 -0.621
H -2.298 0.916 0.920
H -0.330 -1.126 -1.671
H -1.099 -2.077 -0.382

6.
Below is 2 unconnected molecules or ions with the total composition C9H14 at a distorted geometry, with properties calculated with wB97M-V/def2-TZVPD.

Results
calculated total energy: -351.27140 a.u.
net charge: -1
highest occupied orbital energy (spin up / spin down): 0.9 / -3.3 eV
largest force on an atom: 1.02 eV Å⁻¹
multiplicity: 2
LUMO (spin up / spin down): 4.09 / 4.02 eV
energy relative to the best compared isomer or geometry (same formula, charge and spin): 5.0 kcal/mol
⟨S²⟩: 0.761

CARTESIAN COORDINATES (ANGSTROEM)
C -0.507 0.289 2.578
C 0.350 1.869 -0.794
C -0.329 1.472 0.393
C 1.650 1.300 -1.011
C 0.203 0.563 1.277
C 2.214 0.451 -0.086
C 1.492 -0.024 1.035
H -0.030 2.636 -1.461
H -1.213 2.006 0.734
H 2.208 1.472 -1.923
H 3.274 0.241 -0.214
H -0.983 1.175 3.020
H 0.212 -0.058 3.335
H 1.900 -0.735 1.739
H -1.308 -0.457 2.515
C -0.412 -1.726 -1.402
C -1.885 -1.376 -1.384
H 0.145 -0.962 -1.956
H -0.001 -1.723 -0.397
H -0.114 -2.712 -1.781
H -2.215 -0.916 -2.327
H -2.089 -0.573 -0.681
H -2.563 -2.212 -1.208

- Which of these has the lowest largest force on an atom?
  C5H10O2

- Number 1 is which compound?
  C36H68BrN4OPSbZr